Entry 1:
{"formula": "C15H34N3O3", "method": "ωB97M-V/def2-TZVPD", "total_energy_ha": -981.676085, "charge": 1, "max_force_ev_per_a": 0.915, "lumo_energy_ev": -2.571, "e_above_lowest_kcal_mol": 0.0, "elements": ["C", "C", "C", "C", "N", "C", "N", "C", "C", "C", "C", "N", "H", "H", "H", "H", "H", "H", "H", "H", "H", "H", "H", "H", "H", "H", "H", "H", "H", "H", "H", "H", "C", "O", "C", "C", "O", "C", "C", "O", "C", "H", "H", "H", "H", "H", "H", "H", "H", "H", "H", "H", "H", "H", "H"], "positions_angstrom": [[5.1597, 2.9868, -0.8675], [4.6623, 1.9093, -1.8253], [3.3686, 2.2252, -2.5844], [3.5659, 3.2266, -3.7147], [2.3400, 2.7078, -1.6440], [1.0344, 2.5102, -1.7241], [0.4447, 1.9436, -2.7865], [-0.5830, 0.8988, -2.5416], [-1.4703, 1.2628, -1.3440], [-1.2383, 2.7146, -0.9280], [-1.8335, 3.7159, -1.9274], [0.2134, 2.9509, -0.7346], [4.4390, 3.2521, -0.0905], [6.0376, 2.6283, -0.3349], [5.4477, 3.8965, -1.3935], [5.4249, 1.7538, -2.5888], [4.5564, 0.9596, -1.3002], [2.9853, 1.2834, -2.9826], [2.6800, 3.3087, -4.3456], [3.7762, 4.2211, -3.3217], [4.4016, 2.9268, -4.3440], [2.6599, 3.3162, -0.9057], [1.0282, 1.7953, -3.5958], [-0.0701, -0.0433, -2.3465], [-1.1398, 0.7815, -3.4671], [-1.2498, 0.5981, -0.5087], [-2.5231, 1.1266, -1.5840], [-1.6843, 2.8847, 0.0481], [-2.7449, 4.1515, -1.5246], [-1.1396, 4.5285, -2.1311], [-2.0801, 3.2496, -2.8794], [0.5524, 2.7347, 0.1945], [-1.3167, -2.6829, -0.5754], [-1.2905, -2.8417, 0.8180], [-1.6403, -1.6577, 1.5023], [-1.9902, -1.9438, 2.9477], [-3.2964, -2.4568, 3.1123], [-3.4550, -3.8575, 2.9168], [-3.0527, -4.6857, 4.1156], [-1.6453, -4.7914, 4.1887], [-1.2146, -5.3222, 5.4227], [-0.6115, -1.9021, -0.9010], [-1.0196, -3.6270, -1.0259], [-2.3203, -2.4138, -0.9274], [-2.5061, -1.1847, 1.0165], [-0.7931, -0.9510, 1.4699], [-1.9793, -0.9904, 3.4810], [-1.2382, -2.6012, 3.3898], [-2.9099, -4.1959, 2.0327], [-4.5225, -4.0048, 2.7485], [-3.5031, -5.6840, 4.0224], [-3.4472, -4.2207, 5.0286], [-1.5159, -4.6804, 6.2582], [-0.1293, -5.3856, 5.3904], [-1.6236, -6.3247, 5.5922]]}

---

Entry 2:
{"formula": "C15H35Cl2N6O4", "method": "ωB97M-V/def2-TZVPD", "total_energy_ha": -2142.411752, "charge": -1, "max_force_ev_per_a": 2.444, "lumo_energy_ev": 1.804, "elements": ["C", "C", "Cl", "C", "Cl", "N", "N", "H", "H", "H", "H", "H", "H", "H", "C", "O", "N", "C", "C", "H", "H", "H", "H", "H", "H", "H", "C", "O", "N", "C", "C", "H", "H", "H", "H", "H", "H", "H", "C", "O", "N", "C", "C", "H", "H", "H", "H", "H", "H", "H", "C", "O", "N", "C", "C", "H", "H", "H", "H", "H", "H", "H"], "positions_angstrom": [[7.0490, -0.2740, -4.7633], [7.2147, 1.1366, -4.2111], [8.2439, 1.1195, -2.7081], [5.8935, 1.8649, -3.8617], [5.4242, 2.5416, -5.8246], [4.9026, 1.3158, -3.1811], [4.1590, 0.3355, -3.9677], [6.9399, -0.2213, -5.8486], [6.1416, -0.7158, -4.3551], [7.9166, -0.8978, -4.5305], [7.7606, 1.7514, -4.9263], [6.1654, 2.8022, -3.3609], [3.4306, 0.8486, -4.4566], [3.6921, -0.2620, -3.2937], [3.3726, -2.3577, -1.6451], [2.5071, -1.8642, -2.3415], [3.1279, -2.9997, -0.4804], [4.1802, -3.5714, 0.3212], [1.7517, -3.0836, -0.0339], [4.4405, -2.3169, -1.9136], [4.0468, -4.6503, 0.4452], [4.2123, -3.1107, 1.3114], [5.1359, -3.3964, -0.1719], [1.1367, -3.5915, -0.7794], [1.3513, -2.0808, 0.1109], [1.7148, -3.6174, 0.9135], [1.2546, -0.3262, 2.9815], [2.0630, -1.0434, 2.4264], [0.1335, -0.7684, 3.5887], [-0.8193, 0.1303, 4.2077], [-0.1255, -2.1944, 3.5932], [1.3608, 0.7709, 3.0142], [-0.9250, -0.0883, 5.2737], [-1.7921, 0.0513, 3.7235], [-0.4617, 1.1535, 4.0956], [0.6759, -2.7358, 4.0990], [-0.1935, -2.5808, 2.5752], [-1.0668, -2.3753, 4.1086], [-4.4082, 1.7944, 2.3993], [-3.6443, 0.8904, 2.6914], [-4.1060, 3.1033, 2.4762], [-5.0556, 4.1251, 2.0900], [-2.7864, 3.4812, 2.9469], [-5.4290, 1.6111, 2.0275], [-4.6651, 4.7325, 1.2711], [-5.2869, 4.7842, 2.9299], [-5.9726, 3.6482, 1.7469], [-2.0099, 3.0625, 2.3054], [-2.6164, 3.1141, 3.9603], [-2.7103, 4.5664, 2.9397], [-6.0337, 1.1664, -1.1171], [-6.7252, 2.0039, -0.5632], [-6.0959, -0.1559, -0.8689], [-5.2367, -1.1046, -1.5439], [-7.0503, -0.6320, 0.1143], [-5.2777, 1.4306, -1.8733], [-5.8220, -1.8330, -2.1089], [-4.6086, -1.6413, -0.8306], [-4.5874, -0.5713, -2.2363], [-8.0689, -0.3697, -0.1735], [-6.8568, -0.1909, 1.0929], [-6.9618, -1.7137, 0.1893]]}

---

Entry 3:
{"formula": "C15H35N3O4P", "method": "ωB97M-V/def2-TZVPD", "total_energy_ha": -1398.690607, "charge": 1, "max_force_ev_per_a": 2.358, "lumo_energy_ev": -4.648, "elements": ["C", "C", "O", "N", "C", "C", "C", "C", "C", "P", "N", "N", "O", "H", "H", "H", "H", "H", "H", "H", "H", "H", "H", "H", "H", "H", "H", "H", "C", "C", "O", "C", "C", "H", "H", "H", "H", "H", "H", "H", "H", "H", "H", "C", "C", "O", "C", "C", "H", "H", "H", "H", "H", "H", "H", "H", "H", "H"], "positions_angstrom": [[3.8635, -2.3832, 1.2003], [2.9779, -2.2658, -0.0062], [2.8447, -3.1820, -0.8074], [2.2737, -1.0163, -0.2580], [3.2092, 0.0469, -0.6713], [1.3791, -0.5873, 0.7993], [0.3376, 0.3429, 0.2034], [-0.5071, -0.6216, -0.6485], [-0.5017, -1.8110, 0.2325], [-1.6767, -3.2387, 0.1992], [-1.9941, -3.6327, -1.2814], [0.4581, -1.7353, 1.0730], [0.6278, -2.6417, 2.0668], [3.2859, -2.4471, 2.1125], [4.4128, -3.3047, 1.1111], [4.5481, -1.5526, 1.3039], [4.1456, -0.3889, -0.9847], [2.8020, 0.5470, -1.5363], [3.4229, 0.7665, 0.1105], [1.8590, -0.1694, 1.6810], [-0.2894, 0.7998, 0.9571], [0.7668, 1.1723, -0.3361], [-0.1451, -0.7886, -1.6483], [-1.5413, -0.3001, -0.7101], [-2.7851, -2.8775, 0.9908], [-1.0457, -4.2931, 0.8730], [-1.5357, -3.0258, -1.9451], [0.9572, -2.1525, 2.8291], [-5.3927, -2.4394, -1.3153], [-5.8983, -2.5543, 0.1130], [-6.4685, -1.3702, 0.6279], [-7.6066, -0.8755, -0.0613], [-8.7774, -1.8411, -0.0975], [-4.6669, -1.6277, -1.3985], [-4.9098, -3.3673, -1.6204], [-6.1991, -2.2360, -2.0195], [-5.0610, -2.7719, 0.7810], [-6.5940, -3.3947, 0.2083], [-7.3329, -0.5617, -1.0746], [-7.8935, 0.0253, 0.4790], [-8.5409, -2.7567, -0.6406], [-9.6280, -1.3741, -0.5925], [-9.0744, -2.1188, 0.9140], [6.4179, 5.2116, -0.8054], [5.3420, 4.2070, -1.1746], [4.8949, 3.4108, -0.0860], [4.3291, 4.1145, 1.0052], [3.1005, 4.9340, 0.6487], [7.2777, 4.7063, -0.3658], [6.7465, 5.7471, -1.6951], [6.0615, 5.9517, -0.0882], [5.7407, 3.4979, -1.8994], [4.4946, 4.7076, -1.6556], [5.0835, 4.7434, 1.4878], [4.0562, 3.3456, 1.7300], [3.3277, 5.7259, -0.0641], [2.6914, 5.4024, 1.5437], [2.3304, 4.2991, 0.2055]]}